The following is a DFT calculation (ωB97M-V/def2-TZVPD) of 2 unconnected molecules or ions with the total composition C27H31N3O5 at a distorted geometry.

Structure (XYZ):
```
66
C27H31N3O5 ωB97M-V/def2-TZVPD
C -0.64279 0.05230 -1.53706
C -1.40565 3.33482 -4.87326
N 4.31892 -0.50234 0.82420
C 2.58691 -1.28090 2.52647
C 0.54703 -1.34211 5.03785
C 0.01244 -1.94838 6.19044
H -6.17024 4.79955 -5.98733
H 2.85109 -2.07598 8.09516
C -0.51117 -0.97367 -3.74053
H -0.28588 -3.94817 -4.87682
H -1.21997 0.25939 -5.36804
C -1.43252 1.27278 -3.48055
C 1.91178 -0.99814 4.98909
C -1.05181 0.19893 -4.29591
H 4.67412 -4.84806 2.91884
C -0.30951 -1.03516 -2.35125
H 1.83194 0.49355 3.47765
C 5.52447 -1.11256 1.38431
H -7.32451 3.35075 -3.10680
C 0.84383 -2.21717 7.29621
C 2.74522 -1.26720 6.09365
H -0.46373 0.00445 -0.46606
C -6.31898 4.91696 -4.90883
C 3.06204 -0.48048 1.29210
H -7.39214 4.83196 -4.71244
O 1.73469 -3.99567 2.79293
H 5.62749 -0.84751 2.43823
H -1.52514 5.13517 -6.05022
H -0.09021 -1.15252 4.18443
O 0.32314 -2.80619 8.40422
H -6.32885 1.98796 -3.64465
H 0.11281 -1.92988 -1.90077
C -4.16529 3.72114 -4.38641
C -3.46591 2.63877 -3.82282
O 0.36841 -1.93611 -5.65782
H 3.79174 -1.00013 6.05883
C -6.29507 3.00743 -3.24689
C 2.47744 -0.34617 3.74076
O 2.25061 0.22714 0.70902
C 2.88651 -3.68661 3.06175
O -0.56773 -3.35091 -4.16884
C 2.21431 -1.87687 7.24748
C 3.84000 -4.72488 3.60599
H -3.91167 5.47901 -5.63646
C -0.19562 -2.12404 -4.59369
H -1.03136 -2.22050 6.23486
H 5.48704 -2.19741 1.26794
C -2.10083 2.43538 -4.06144
H 4.34360 -2.31188 3.15024
H -0.34761 3.18352 -5.06557
H -5.81728 2.99356 -2.26187
H 6.39950 -0.74040 0.84804
H -1.50649 2.02708 -1.46213
H 4.43648 0.05159 -0.01187
C -2.06873 4.43113 -5.42706
H 0.99522 -3.00863 9.05438
H 3.46476 0.06148 3.96269
H 3.30774 -5.67004 3.70699
C -1.21971 1.19505 -2.09881
H -3.97548 1.91221 -3.20265
H 4.19746 -4.40716 4.58373
N -5.55104 3.89422 -4.16698
C -3.43375 4.61852 -5.18553
N 3.38276 -2.45998 2.90170
H 1.57544 -1.61250 2.28618
H -6.00026 5.92055 -4.60904
```

Results
- SMILES string = CNC(=O)[C@H](Cc1ccc(O)cc1)NC(C)=O.CN(C)c1cccc(-c2cccc(C(=O)O)c2)c1
- energy relative to the best compared isomer or geometry (same formula, charge and spin) (kcal per mole) = 39.9